Density functional theory data (ωB97M-V/def2-TZVPD) for a structure of composition C17H27CdClN8O3.

```
! RIJCOSX wB97M-V def2-TZVPD def2/J DEFGRID3
* xyz 2 1
Cd 0.546 -0.576 0.170
Cl -2.399 -4.133 5.984
C -1.597 -3.106 4.849
C -0.847 -2.008 5.315
C -0.200 -1.175 4.443
C -0.253 -1.376 3.043
O 0.372 -0.540 2.271
C -1.017 -2.496 2.579
C -1.182 -2.873 1.218
O -0.734 -2.322 0.187
C -1.675 -3.341 3.515
H -0.786 -1.832 6.381
H 0.385 -0.340 4.805
H -1.795 -3.768 1.053
H -2.245 -4.187 3.149
C -3.087 2.225 -0.802
C -2.124 1.019 -0.710
N -0.937 1.366 0.093
C -0.222 2.483 -0.555
C -1.134 3.729 -0.652
N -2.461 3.364 -0.046
C -2.281 2.990 1.401
C -1.353 1.754 1.455
H -4.054 2.027 -0.344
H -3.247 2.560 -1.824
H -1.788 0.712 -1.698
H -2.620 0.168 -0.246
H 0.092 2.156 -1.544
H 0.670 2.711 0.026
H -1.317 4.038 -1.678
H -0.747 4.578 -0.094
H -3.079 4.173 -0.102
H -3.270 2.791 1.809
H -1.862 3.854 1.910
H -1.859 0.909 1.915
H -0.466 1.953 2.050
N 5.702 1.119 0.151
N 4.693 0.200 0.178
N 4.884 -1.016 0.635
C 3.655 -1.510 0.578
N 2.789 -0.614 0.095
N 3.482 0.495 -0.158
H 6.594 0.645 0.108
H 5.535 1.812 -0.564
H 3.400 -2.508 0.891
C 1.423 -2.468 -4.862
N 0.837 -1.341 -4.118
C 0.154 -0.250 -4.815
C 0.910 -1.313 -2.807
O 0.435 -0.394 -2.102
H 1.261 -2.306 -5.923
H 0.947 -3.406 -4.584
H 2.494 -2.535 -4.686
H 0.220 -0.419 -5.884
H 0.620 0.703 -4.573
H -0.895 -0.214 -4.524
H 1.430 -2.167 -2.361
*
```

Values from the calculation:
Maximum force: 0.4 eV/A
Relative energy (zero: lowest compared OMol25 entry of this formula, charge and spin): 0.139 eV
Energy: -1955.14797 hartree
HOMO level: -12.499 eV

Results of the Mulliken charge analysis, in e, for atoms 1 through 6:
1 Cd 2.390
2 Cl -0.186
3 C -0.013
4 C -0.471
5 C -0.626
6 C 0.529

---

Density functional theory data (ωB97M-V/def2-TZVPD) for a structure of composition C28H25N3O6Ti.

```
! RIJCOSX wB97M-V def2-TZVPD def2/J DEFGRID3
* xyz 0 1
Ti 0.607 -0.436 0.639
C -1.587 0.842 2.257
C -2.656 1.399 1.630
C -2.195 2.180 0.490
C -0.844 2.094 0.422
C -0.345 1.242 1.534
C 0.646 1.975 2.454
C 0.083 2.813 -0.521
C -3.100 2.978 -0.393
C -4.093 1.295 2.038
C -1.614 0.088 3.556
H 1.534 2.296 1.914
H 0.951 1.345 3.292
H 0.160 2.866 2.863
H -0.386 2.978 -1.492
H 1.005 2.252 -0.678
H 0.356 3.792 -0.118
H -2.561 3.391 -1.245
H -3.536 3.812 0.162
H -3.930 2.377 -0.774
H -4.278 0.373 2.591
H -4.752 1.322 1.169
H -4.372 2.126 2.691
H -0.870 -0.704 3.574
H -2.596 -0.349 3.742
H -1.403 0.759 4.393
O 1.030 0.441 -6.116
C 2.025 0.172 -5.432
O 3.241 0.133 -5.636
C 1.643 -0.106 -3.913
C 2.552 -0.754 -3.082
C 2.162 -1.068 -1.794
N 0.981 -0.644 -1.326
C 0.045 -0.145 -2.149
C 0.344 0.121 -3.469
C -1.284 -0.241 -1.520
C -2.480 -0.017 -2.176
C -3.657 -0.440 -1.577
C -3.605 -1.081 -0.350
C -2.380 -1.205 0.282
N -1.239 -0.804 -0.284
C 2.813 -2.018 -0.871
C 4.142 -2.400 -0.924
C 4.591 -3.343 -0.016
C 3.702 -3.896 0.891
C 2.386 -3.461 0.873
N 1.945 -2.537 0.022
H 3.519 -1.027 -3.484
H -0.389 0.467 -4.185
H -2.480 0.442 -3.154
H -4.605 -0.288 -2.075
H -4.497 -1.467 0.122
H -2.293 -1.673 1.254
H 4.820 -1.951 -1.636
H 5.633 -3.632 -0.004
H 4.022 -4.638 1.609
H 1.656 -3.859 1.567
O 4.243 -0.367 1.503
C 3.057 -0.298 1.588
O 2.238 0.331 0.753
C 2.231 -1.088 2.653
O 2.682 -1.541 3.656
O 0.980 -1.219 2.215
*
```

Values from the calculation:
Maximum force: 1.6 eV/A
Relative energy (zero: lowest compared OMol25 entry of this formula, charge and spin): 2.897 eV
Energy: -2547.26714 hartree
HOMO level: -8.214 eV

Results of the Mulliken charge analysis, in e, for atoms 1 through 6:
1 Ti -0.576
2 C -1.034
3 C 1.273
4 C 0.916
5 C -0.111
6 C 3.326

---

Density functional theory data (ωB97M-V/def2-TZVPD) for a cluster of 2 separate species, C3H10PS in total.

```
! RIJCOSX wB97M-V def2-TZVPD def2/J DEFGRID3
* xyz 1 1
C 1.918 -0.595 0.902
C -3.239 0.983 0.858
C 0.641 -1.192 -1.768
P 1.469 0.086 -0.695
S 0.106 1.641 -0.320
H 2.505 0.264 1.264
H 2.723 -1.278 0.894
H 1.032 -0.845 1.524
H -3.211 1.839 1.467
H -2.420 0.227 1.127
H -3.993 1.131 0.030
H 0.639 -0.854 -2.777
H -0.378 -1.404 -1.584
H 1.350 -1.963 -1.717
H 0.857 1.962 0.796
*
```

Values from the calculation:
Maximum force: 2.4 eV/A
Relative energy (zero: lowest compared OMol25 entry of this formula, charge and spin): 3.999 eV
Energy: -859.44132 hartree
HOMO level (spin up / spin down): -12.000 / -14.230 eV

Results of the Mulliken charge analysis, in e, for atoms 1 through 6:
1 C -0.965
2 C -0.906
3 C -0.947
4 P 0.513
5 S -0.101
6 H 0.368

---

Density functional theory data (ωB97M-V/def2-TZVPD) for a cluster of 2 separate species, C21H16FNO3 in total.

```
! RIJCOSX wB97M-V def2-TZVPD def2/J DEFGRID3
* xyz 0 1
C 0.703 -1.261 -0.977
C 1.645 -0.281 -1.446
O 1.216 0.688 -2.104
C 3.098 -0.482 -1.146
C 3.808 -1.541 -1.727
C 5.186 -1.642 -1.512
C 5.849 -0.675 -0.741
C 5.136 0.406 -0.201
C 3.764 0.520 -0.431
N 1.008 -2.327 -0.149
O 0.168 -3.270 -0.009
O 2.100 -2.361 0.478
H -0.342 -1.157 -1.260
H 3.275 -2.281 -2.332
H 5.736 -2.485 -1.934
H 6.923 -0.764 -0.558
H 5.643 1.163 0.398
H 3.180 1.355 -0.029
F -3.979 -3.552 3.509
C -3.631 -2.570 2.619
C -3.988 -2.725 1.278
C -3.644 -1.717 0.395
C -2.942 -0.540 0.809
C -2.655 0.399 -0.216
C -2.069 1.689 -0.194
C -2.031 2.370 -1.454
C -1.475 3.629 -1.577
C -0.935 4.276 -0.452
C -0.969 3.636 0.795
C -1.526 2.368 0.938
C -2.602 -0.445 2.190
C -2.942 -1.453 3.089
H -4.523 -3.610 0.944
H -3.917 -1.808 -0.658
H -3.003 0.089 -1.203
H -2.456 1.865 -2.327
H -1.461 4.122 -2.550
H -0.499 5.272 -0.551
H -0.558 4.141 1.672
H -1.550 1.908 1.921
H -2.066 0.420 2.561
H -2.676 -1.372 4.141
*
```

Values from the calculation:
Maximum force: 1.8 eV/A
Relative energy (zero: lowest compared OMol25 entry of this formula, charge and spin): 0.170 eV
Energy: -1189.95524 hartree
HOMO level: -6.827 eV

Results of the Mulliken charge analysis, in e, for atoms 1 through 6:
1 C -0.793
2 C 0.021
3 O -0.704
4 C 0.595
5 C -0.092
6 C -0.476

---

Density functional theory data (ωB97M-V/def2-TZVPD) for a cluster of 3 separate species, C15H35FN2O2S in total.

```
! RIJCOSX wB97M-V def2-TZVPD def2/J DEFGRID3
* xyz 0 1
H 3.668 -6.532 -0.980
N 3.037 -6.024 -0.285
C 2.303 -5.157 -1.064
C 1.153 -4.109 -0.523
N 0.883 -4.189 0.963
C 1.942 -3.496 1.792
S -0.727 -3.576 1.356
O -1.366 -2.750 0.180
O -1.654 -4.765 1.775
F -0.702 -2.470 2.708
H 2.518 -5.146 -2.238
H 1.466 -3.002 -0.772
H 0.192 -4.326 -1.199
H 2.062 -2.405 1.333
H 3.002 -4.024 1.768
H 1.666 -3.416 2.950
C -1.376 -0.462 -3.017
C -1.516 0.772 -2.141
C -2.472 0.574 -0.961
C -3.927 0.268 -1.340
C -4.608 1.316 -2.224
C -4.722 2.680 -1.562
H -2.325 -0.737 -3.485
H -0.655 -0.274 -3.819
H -1.016 -1.316 -2.434
H -1.834 1.623 -2.753
H -0.526 1.031 -1.745
H -2.440 1.469 -0.329
H -2.099 -0.248 -0.338
H -4.506 0.154 -0.415
H -3.975 -0.701 -1.846
H -5.618 0.961 -2.464
H -4.082 1.413 -3.179
H -5.280 2.613 -0.623
H -5.254 3.375 -2.221
H -3.740 3.111 -1.351
C 0.759 0.384 1.848
C 1.439 1.480 2.651
C 1.211 2.883 2.080
C 1.765 3.113 0.668
C 3.266 2.863 0.504
C 4.127 3.790 1.348
H 1.152 0.325 0.829
H 0.925 -0.589 2.323
H -0.322 0.552 1.793
H 2.510 1.268 2.729
H 1.045 1.456 3.676
H 1.646 3.617 2.767
H 0.133 3.087 2.064
H 1.543 4.148 0.377
H 1.224 2.480 -0.043
H 3.528 3.012 -0.551
H 3.509 1.821 0.736
H 3.928 4.838 1.104
H 5.187 3.594 1.158
H 3.950 3.643 2.417
*
```

Values from the calculation:
SMILES string: [H]/N=C/CN(C)S(=O)(=O)F.CCCCCC.CCCCCC
Maximum force: 7.4 eV/A
Relative energy (zero: lowest compared OMol25 entry of this formula, charge and spin): 3.623 eV
Energy: -1350.39568 hartree
HOMO level: -10.738 eV

Results of the Mulliken charge analysis, in e, for atoms 1 through 6:
1 H 0.265
2 N -0.547
3 C -0.098
4 C -0.344
5 N -0.070
6 C -0.773

---

Density functional theory data (ωB97M-V/def2-TZVPD) for a structure of composition C8H14IN9O2Re.

```
! RIJCOSX wB97M-V def2-TZVPD def2/J DEFGRID3
* xyz 4 4
Re 0.013 -0.058 -0.590
N -0.771 2.043 -1.217
N 0.326 2.804 -1.736
C 1.552 2.258 -1.843
N 2.567 2.852 -2.395
N 1.556 1.010 -1.276
N 2.478 -0.013 -1.446
O 1.885 -1.080 -1.006
O 3.541 0.054 -1.915
H -1.499 2.038 -1.933
H -1.139 2.555 -0.411
H 0.135 3.755 -2.038
H 2.492 3.774 -2.817
H 3.485 2.419 -2.421
C 2.159 0.154 2.234
C 0.678 0.157 2.376
N -0.261 0.091 1.400
C -1.527 0.096 2.028
C -1.329 0.179 3.354
N 0.042 0.212 3.539
H 2.459 0.463 1.237
H 2.566 -0.839 2.436
H 2.606 0.850 2.945
H -2.455 0.063 1.485
H -2.027 0.222 4.174
H 0.504 0.274 4.441
I -4.787 -3.872 -1.938
C -3.050 -3.121 -1.282
C -1.965 -3.865 -0.793
N -1.031 -2.992 -0.467
N -1.409 -1.687 -0.706
C -2.638 -1.771 -1.214
H -1.831 -4.931 -0.662
H -0.134 -3.205 -0.046
H -3.191 -0.888 -1.497
*
```

Values from the calculation:
Maximum force: 0.5 eV/A
Relative energy (zero: lowest compared OMol25 entry of this formula, charge and spin): 0.029 eV
Energy: -1330.72513 hartree
HOMO level (spin up / spin down): -21.380 / -21.547 eV

Results of the Mulliken charge analysis, in e, for atoms 1 through 6:
1 Re 1.140
2 N -0.589
3 N -0.179
4 C 0.859
5 N -0.268
6 N -0.105

---

Density functional theory data (ωB97M-V/def2-TZVPD) for a cluster of 2 separate species, CH5NP2 in total.

```
! RIJCOSX wB97M-V def2-TZVPD def2/J DEFGRID3
* xyz 0 3
C 1.300 0.398 -0.728
N -1.079 -0.183 0.215
P -2.408 0.549 0.019
P 0.189 -1.024 -0.125
H 2.178 0.526 -0.111
H 0.713 1.252 -0.715
H 1.459 0.045 -1.786
H -2.888 0.347 1.378
H 0.537 -1.910 1.854
*
```

Values from the calculation:
Maximum force: 4.8 eV/A
Relative energy (zero: lowest compared OMol25 entry of this formula, charge and spin): 2.213 eV
Energy: -778.36862 hartree
HOMO level (spin up / spin down): -6.506 / -8.820 eV

Results of the Mulliken charge analysis, in e, for atoms 1 through 6:
1 C -0.817
2 N 0.131
3 P -0.263
4 P 0.042
5 H 0.298
6 H 0.273

---

Density functional theory data (ωB97M-V/def2-TZVPD) for a cluster of 2 separate species, C2H4O4 in total.

```
! RIJCOSX wB97M-V def2-TZVPD def2/J DEFGRID3
* xyz 0 1
C -1.508 0.667 0.294
C -0.483 1.111 -0.332
O 1.294 -0.472 0.949
O 0.383 0.291 -2.117
O 0.578 -1.308 0.096
O 0.495 1.128 -1.023
H -2.466 1.192 0.428
H -1.223 -0.225 0.965
H 1.874 -1.046 1.478
H 1.056 -1.339 -0.737
*
```

Values from the calculation:
Maximum force: 2.4 eV/A
Relative energy (zero: lowest compared OMol25 entry of this formula, charge and spin): 10.111 eV
Energy: -379.22685 hartree
HOMO level: -9.329 eV

Results of the Mulliken charge analysis, in e, for atoms 1 through 6:
1 C -0.628
2 C 0.701
3 O -0.343
4 O -0.579
5 O -0.353
6 O -0.008

---

Density functional theory data (ωB97M-V/def2-TZVPD) for a structure of composition C4H8O.

```
! RIJCOSX wB97M-V def2-TZVPD def2/J DEFGRID3
* xyz 0 1
C 1.267 -0.405 -0.746
C -0.913 -1.275 0.250
C 0.068 1.379 0.670
C -0.033 0.308 -0.446
O 2.280 -0.389 -0.144
H 1.112 -0.953 -1.801
H -0.186 -2.139 0.210
H -1.785 -1.574 -0.350
H -1.153 -0.799 1.176
H 0.216 2.288 0.117
H 0.783 1.152 1.361
H -1.028 1.585 0.948
H -0.630 0.821 -1.246
*
```

Values from the calculation:
Maximum force: 5.4 eV/A
Relative energy (zero: lowest compared OMol25 entry of this formula, charge and spin): 2.331 eV
Energy: -232.35996 hartree
HOMO level: -9.484 eV

Results of the Mulliken charge analysis, in e, for atoms 1 through 6:
1 C -0.163
2 C -0.907
3 C -1.350
4 C 0.201
5 O -0.457
6 H 0.261

---

Density functional theory data (ωB97M-V/def2-TZVPD) for a cluster of 3 separate species, C3H10NO2 in total.

```
! RIJCOSX wB97M-V def2-TZVPD def2/J DEFGRID3
* xyz -1 1
C -0.737 -1.488 -0.654
N -1.331 -0.211 -0.199
C -0.446 0.962 0.166
C 0.987 0.771 0.542
O -1.638 0.454 2.797
H -1.366 -2.204 -1.236
H -0.292 -2.108 0.203
H 0.128 -1.097 -1.460
H 1.420 1.517 1.186
H -1.030 1.176 1.180
H -0.528 1.887 -0.488
H 1.545 0.326 -0.354
H 0.876 -0.087 1.392
H -1.692 -0.163 0.878
H 2.228 0.527 -2.149
O 1.878 -0.263 -1.802
*
```

Values from the calculation:
Maximum force: 4.9 eV/A
Relative energy (zero: lowest compared OMol25 entry of this formula, charge and spin): 9.440 eV
Energy: -325.20777 hartree
HOMO level: -3.747 eV

Results of the Mulliken charge analysis, in e, for atoms 1 through 6:
1 C -0.522
2 N -0.406
3 C -0.209
4 C -0.861
5 O -0.561
6 H 0.251

---

Density functional theory data (ωB97M-V/def2-TZVPD) for a structure of composition C42H41CoOP3S4.

```
! RIJCOSX wB97M-V def2-TZVPD def2/J DEFGRID3
* xyz 1 5
Co 0.152 0.287 0.532
C 5.256 5.363 0.910
C 4.447 4.438 -0.001
C 4.921 4.620 -1.456
C 4.648 2.976 0.392
C 5.866 2.458 0.830
C 6.043 1.100 1.049
C 5.001 0.212 0.812
C 3.770 0.688 0.379
P 2.373 -0.380 -0.145
C 2.598 -0.412 -1.947
C 3.876 -0.568 -2.491
C 4.051 -0.611 -3.864
C 2.950 -0.492 -4.708
C 1.682 -0.324 -4.176
C 1.504 -0.284 -2.797
C 2.901 -2.006 0.470
C 2.994 -2.179 1.853
C 3.404 -3.392 2.384
C 3.717 -4.449 1.534
C 3.627 -4.283 0.161
C 3.224 -3.063 -0.373
C 3.630 2.060 0.205
O 2.379 2.457 -0.202
C 2.002 3.763 -0.010
C 0.638 3.987 0.107
C 0.200 5.306 0.222
C 1.113 6.344 0.241
C 2.476 6.068 0.190
C 2.956 4.769 0.076
P -0.552 2.613 0.307
C -1.797 2.905 -0.985
C -3.077 2.355 -0.874
C -4.005 2.526 -1.888
C -3.658 3.226 -3.037
C -2.382 3.751 -3.170
C -1.454 3.593 -2.147
C -1.293 3.110 1.906
C -2.582 3.600 2.085
C -3.021 3.961 3.359
C -2.173 3.848 4.451
C -0.873 3.384 4.272
C -0.439 3.016 3.008
H 6.321 5.142 0.839
H 4.950 5.267 1.954
H 5.140 6.405 0.610
H 5.984 4.378 -1.544
H 4.771 5.655 -1.775
H 4.367 3.967 -2.135
H 6.704 3.125 0.994
H 7.002 0.729 1.388
H 5.152 -0.852 0.957
H 4.741 -0.651 -1.842
H 5.044 -0.734 -4.278
H 3.087 -0.531 -5.783
H 0.823 -0.229 -4.829
H 0.503 -0.163 -2.399
H 2.766 -1.352 2.520
H 3.483 -3.516 3.457
H 4.031 -5.401 1.945
H 3.870 -5.104 -0.503
H 3.155 -2.945 -1.448
H -0.862 5.514 0.312
H 0.772 7.368 0.323
H 3.176 6.894 0.240
H -3.347 1.775 -0.001
H -4.996 2.099 -1.787
H -4.383 3.353 -3.832
H -2.106 4.291 -4.067
H -0.461 4.010 -2.263
H -3.252 3.711 1.243
H -4.027 4.340 3.493
H -2.519 4.131 5.439
H -0.199 3.316 5.119
H 0.584 2.670 2.872
S -1.509 -0.572 -0.808
S -2.758 -1.971 -0.058
S -1.917 -3.855 -0.632
S -0.062 -3.600 -1.015
C 0.639 -0.131 4.162
P -0.397 -0.536 2.706
C -0.435 -2.347 2.759
C -2.083 -0.108 3.220
H -0.001 0.022 5.033
H 1.240 0.765 4.011
H 1.311 -0.965 4.366
H -0.537 -2.668 3.800
H 0.468 -2.778 2.331
H -1.293 -2.693 2.187
H -2.324 -0.666 4.127
H -2.780 -0.392 2.433
H -2.176 0.958 3.414
*
```

Values from the calculation:
Maximum force: 0.5 eV/A
Energy: -5699.78952 hartree
HOMO level (spin up / spin down): -9.654 / -10.521 eV

Results of the Mulliken charge analysis, in e, for atoms 1 through 6:
1 Co 0.250
2 C -2.233
3 C 1.718
4 C -1.732
5 C 0.421
6 C 0.063

---

Among the records above, which one has the highest energy?
C4H8O